The following is a DFT calculation (ωB97M-V/def2-TZVPD) of C35H58AsOSSbSiZn as an isolated structure at a distorted geometry.

Positions of all 99 atoms, in Å:
Zn1 -1.4596 -0.3839 -2.8342
C1 -2.2354 0.7215 3.8992
C2 -0.8029 0.1562 3.9457
C3 0.1669 1.1408 3.2347
C4 -0.2341 -0.2111 5.2717
Sb1 -0.8949 -1.7974 2.7393
C5 -2.8704 -2.9501 3.1914
C6 -2.7747 -4.1990 2.3380
C7 -4.0876 -2.1263 2.7891
C8 -2.8162 -3.3544 4.6497
C9 1.0690 -3.1123 2.9767
C10 2.2619 -2.1584 3.2162
C11 1.2287 -3.7450 1.5931
C12 0.9186 -4.1204 4.0601
H1 -2.2079 1.7818 4.3040
H2 -2.8620 0.1224 4.5774
H3 -2.7272 0.7564 2.8999
H4 0.2258 2.0645 3.8804
H5 -0.3438 1.4824 2.2958
H6 1.1657 0.7004 3.0063
H7 -0.1717 -1.2534 5.4953
H8 -1.0139 0.2008 5.9276
H9 0.6454 0.3203 5.5903
H10 -2.8605 -4.0190 1.2382
H11 -3.6091 -4.8941 2.5354
H12 -1.7749 -4.6778 2.4914
H13 -3.8867 -1.4735 1.9222
H14 -4.3358 -1.3698 3.5893
H15 -5.0062 -2.6825 2.5209
H16 -2.2090 -4.2312 4.9268
H17 -3.8816 -3.6704 5.0063
H18 -2.5472 -2.4857 5.3031
H19 2.3346 -1.3638 2.4449
H20 3.2386 -2.7045 3.1370
H21 2.1344 -1.6472 4.1819
H22 1.3786 -3.0041 0.8113
H23 0.4188 -4.4874 1.4439
H24 2.2488 -4.1897 1.6618
H25 0.6970 -3.7165 5.0853
H26 1.8720 -4.6709 4.1133
H27 0.1101 -4.8276 3.8231
C13 8.9775 1.2613 0.0960
C14 7.4700 1.0498 -0.1411
O1 6.6487 0.8731 0.7640
S1 7.0169 1.2798 -1.7915
C15 5.2435 1.2074 -1.6475
C16 4.6587 0.0121 -1.2369
C17 3.3030 -0.1349 -1.3187
C18 2.4716 0.9656 -1.8008
C19 3.1071 2.2044 -2.1487
C20 4.4886 2.3035 -2.0475
C21 1.1348 0.8471 -2.0821
C22 -0.0905 0.8807 -2.4714
H28 9.4097 0.3821 0.6117
H29 9.2020 2.0271 0.7806
H30 9.5564 1.3878 -0.8131
H31 5.3474 -0.6758 -0.7022
H32 2.7623 -1.0522 -1.0312
H33 2.4132 3.0126 -2.2736
H34 5.0428 3.1941 -2.3697
C23 -2.8649 1.8129 -1.1636
As1 -1.2340 2.4026 -2.0697
C24 -1.7105 3.2597 -3.7331
C25 -0.3433 3.6008 -0.7865
C26 -0.2566 5.0953 -1.1424
C27 0.4418 5.4806 -2.2827
C28 0.6224 6.8405 -2.5633
C29 0.0704 7.8037 -1.7187
C30 -0.6613 7.4324 -0.5887
C31 -0.8250 6.0751 -0.3058
H35 -3.3512 1.0394 -1.7736
H36 -3.6384 2.5945 -1.1568
H37 -2.7132 1.4946 -0.1052
H38 -2.3760 4.1416 -3.6757
H39 -2.4291 2.5244 -4.1326
H40 -0.8913 3.4352 -4.4290
H41 0.6130 3.1544 -0.5857
H42 -0.9856 3.5120 0.1234
H43 0.8468 4.7852 -2.9555
H44 1.0523 7.2259 -3.4936
H45 0.1012 8.8685 -1.9791
H46 -1.0206 8.2392 0.0606
H47 -1.4915 5.8279 0.5619
C32 -4.0992 -3.2596 -5.3649
Si1 -2.4686 -2.8930 -4.4795
C33 -1.4436 -4.3199 -3.8943
C34 -1.4182 -2.0467 -5.7804
C35 -2.8656 -1.8064 -3.0071
H48 -3.9648 -3.9153 -6.2492
H49 -4.4477 -2.3010 -5.6593
H50 -4.8811 -3.7769 -4.7591
H51 -1.6656 -5.1732 -4.5678
H52 -1.7135 -4.6644 -2.8703
H53 -0.3443 -3.9993 -3.8768
H54 -1.0124 -2.8087 -6.5389
H55 -0.6481 -1.5004 -5.2624
H56 -2.0565 -1.3607 -6.3225
H57 -2.7247 -2.3979 -2.0857
H58 -3.8669 -1.3685 -3.0469

Results
electronic energy	-173782.7102	eV
2S+1	1

These are the Löwdin partial charges, in e, on atoms 1 to 8: 0.7490 -0.1473 -0.7351 -0.1331 -0.1532 1.5019 -0.7304 -0.1650

The following is a DFT calculation (ωB97M-V/def2-TZVPD) of C35H58F2NO11S5 as an isolated structure at a distorted geometry.

Positions of all 112 atoms, in Å:
C1 15.2002 -14.8366 -6.4350
C2 15.8401 -13.5357 -5.9054
O1 16.2009 -12.6950 -6.6536
N1 15.8012 -13.1547 -4.4241
H1 16.1292 -12.0345 -4.3746
H2 15.0729 -13.5834 -3.8348
C3 16.9149 -13.9945 -3.6692
H3 15.7705 -14.7736 -7.4022
H4 14.1189 -14.8156 -6.5340
H5 15.2701 -15.6428 -5.8317
H6 16.5516 -15.1238 -3.8173
H7 16.8586 -14.0213 -2.3571
H8 17.9398 -13.7322 -3.9175
F1 16.0954 -18.2804 -6.5899
C4 15.1874 -19.1365 -6.3627
C5 14.3283 -18.8843 -5.2463
C6 13.3594 -19.8758 -4.8990
C7 13.0892 -20.9790 -5.6642
C8 13.8206 -21.1566 -6.9311
C9 14.8525 -20.2773 -7.2851
H9 14.4365 -18.0552 -4.8539
H10 12.7719 -19.6625 -4.0414
H11 12.2907 -21.5581 -5.5499
H12 13.4379 -21.9887 -7.3928
H13 15.2225 -20.3537 -8.2005
F2 8.6802 -18.6710 -8.4193
C10 9.7092 -17.8495 -8.3025
C11 9.4937 -16.4917 -8.8463
C12 10.5087 -15.6605 -8.7756
C13 11.9147 -16.0392 -8.5295
C14 12.1081 -17.3026 -8.0413
C15 11.0181 -18.1874 -7.8750
H14 8.5769 -16.2315 -9.2423
H15 10.4657 -14.6517 -9.1586
H16 12.6743 -15.3069 -8.6188
H17 13.1218 -17.5852 -7.7709
H18 11.1602 -18.9828 -7.1801
C16 16.4232 -15.9377 -11.9510
C17 15.4249 -16.9707 -12.4421
C18 14.7245 -17.3210 -11.3182
S1 15.7377 -17.4899 -9.9960
O2 16.2760 -18.8080 -9.8618
O3 15.2072 -16.7124 -8.8619
C19 17.0610 -16.5500 -10.6821
H19 15.7907 -15.0778 -11.8617
H20 17.1855 -15.6718 -12.6625
H21 15.8412 -17.8967 -12.8796
H22 14.8757 -16.6951 -13.4175
H23 14.1377 -18.1155 -11.4775
H24 13.8793 -16.6691 -11.0823
H25 18.0607 -16.9957 -10.9182
H26 17.3875 -15.8332 -9.9836
C20 14.3596 -7.5156 -2.2556
C21 15.3338 -6.7472 -2.9732
C22 16.2049 -7.6049 -3.5283
S2 16.5543 -8.5880 -2.0839
O4 17.4357 -8.0092 -1.0090
O5 16.8357 -9.9759 -2.4574
C23 14.9295 -8.7113 -1.5101
H27 13.7777 -7.9698 -2.7756
H28 13.8572 -6.8188 -1.3760
H29 15.8876 -6.0258 -2.2676
H30 14.9048 -6.1421 -3.8277
H31 17.0797 -7.1926 -3.9277
H32 15.7712 -8.4786 -4.2913
H33 14.8943 -8.5690 -0.3968
H34 14.4976 -9.7009 -1.5588
C24 21.5893 -12.8553 -7.4021
C25 21.9007 -14.2626 -7.9159
C26 21.1731 -15.2814 -7.2712
S3 19.5889 -14.5645 -6.9878
O6 19.0969 -14.9484 -5.6726
O7 18.8467 -14.7778 -8.1958
C27 20.1250 -12.8055 -6.9079
H35 21.8698 -12.1081 -7.9585
H36 22.0649 -12.6454 -6.3943
H37 23.0355 -14.1973 -8.1295
H38 21.6669 -14.2532 -8.9514
H39 21.7530 -15.7570 -6.4048
H40 21.1381 -15.9295 -7.9558
H41 19.8731 -12.2877 -5.9093
H42 19.6159 -12.4286 -7.8222
C28 15.9079 -17.1784 2.8463
C29 17.3534 -17.7719 2.5642
C30 17.4532 -17.7574 1.1699
S4 16.3214 -16.6218 0.3959
O8 15.4633 -17.2610 -0.5042
O9 17.1388 -15.6228 -0.1123
C31 15.6025 -16.0800 1.8042
H43 15.9561 -16.8669 3.9681
H44 15.1856 -17.8720 2.6656
H45 17.5722 -18.6685 2.9658
H46 18.1868 -17.2483 3.1890
H47 17.4844 -18.8157 0.6402
H48 18.5618 -17.5372 1.0584
H49 14.6646 -16.0141 1.6109
H50 16.0198 -15.0500 2.1812
C32 10.2458 -15.6713 -4.9453
C33 10.4073 -14.2001 -5.2395
C34 11.1091 -13.6909 -4.0865
S5 12.2123 -14.9201 -3.5434
O10 12.0579 -15.2044 -2.1953
O11 13.4544 -14.3530 -4.0135
C35 11.6194 -16.2039 -4.6063
H51 9.9588 -16.2350 -5.7990
H52 9.3168 -15.8131 -4.1774
H53 9.4196 -13.6757 -5.3508
H54 10.9666 -14.0804 -6.2885
H55 10.3544 -13.5907 -3.4393
H56 11.9295 -12.8277 -4.3399
H57 11.5853 -17.1108 -4.0626
H58 12.5030 -16.2085 -5.2827

Results
total charge	+1
electronic energy	-120835.7356	eV
2S+1	1

These are the Löwdin partial charges, in e, on atoms 1 to 8: 0.0376 -0.3940 0.1501 0.0638 0.2500 0.0882 -0.0101 0.1081

The following is a DFT calculation (ωB97M-V/def2-TZVPD) of a 9-piece molecular cluster, C35H58NO15 overall at a distorted geometry.

Positions of all 109 atoms, in Å:
C1 -2.0970 -1.3642 -1.6300
N1 -1.3606 -0.5773 -0.6935
C2 0.0818 -0.7291 -0.8957
C3 -1.6632 0.8857 -0.8463
C4 -1.8163 -1.0859 0.7075
C5 -1.1624 -0.2667 1.8681
O1 -1.4507 -1.0522 3.1256
H1 -3.2526 -1.2469 -1.5095
H2 -1.8938 -2.3147 -1.5647
H3 -1.8335 -1.2228 -2.8781
H4 0.6817 -0.1818 -0.1047
H5 0.4400 -0.6022 -2.0420
H6 0.6012 -1.7249 -0.7063
H7 -1.9624 1.0657 -1.8936
H8 -0.9306 1.7276 -0.3519
H9 -2.6713 1.2651 -0.4161
H10 -1.7438 -2.1054 0.7703
H11 -2.9346 -0.8990 0.7767
H12 -1.6341 0.6201 1.9982
H13 -0.1190 0.0368 1.8638
H14 -1.0309 -0.6064 3.7558
C6 -0.2083 2.7656 -5.1606
C7 0.6483 3.9396 -5.2941
C8 1.9825 3.8907 -4.7586
O2 2.7054 4.8484 -4.7480
C9 2.4975 2.5173 -4.3115
C10 1.6042 1.3844 -4.2165
C11 0.1318 1.5497 -4.5730
O3 -0.6599 0.7049 -4.2522
O4 2.0479 0.1362 -3.8832
O5 0.2751 5.1943 -5.7184
H15 -1.3714 2.9377 -5.5009
H16 3.6052 2.3492 -4.1669
H17 2.9766 -0.0754 -3.8692
H18 1.1778 5.8223 -5.8190
C12 2.1748 -5.2084 -1.7716
C13 3.4982 -5.0749 -2.2823
C14 3.9462 -4.0328 -3.2174
O6 5.1678 -4.0602 -3.4407
C15 3.0179 -3.0965 -3.7289
C16 1.5034 -3.0940 -3.1633
C17 1.2087 -4.1653 -2.1307
O7 0.0755 -4.0704 -1.5825
O8 0.4635 -2.4602 -3.8751
O9 4.5209 -5.9225 -1.8845
H19 1.9329 -6.0378 -1.0015
H20 3.2012 -2.3455 -4.5121
H21 0.8279 -2.0143 -4.6121
H22 5.2944 -5.7843 -2.1025
C18 1.2429 -3.1008 2.2689
C19 2.4709 -2.3821 1.5452
O10 2.5293 -2.5139 0.3266
C20 3.3024 -1.3862 2.3323
H23 0.7152 -2.3090 2.7848
H24 1.7216 -3.9512 2.9003
H25 0.4805 -3.4603 1.6011
H26 3.9315 -1.9627 3.1964
H27 2.4884 -0.9260 2.7706
H28 4.0371 -0.7285 1.8704
C21 -1.1772 5.1740 -2.1647
C22 -0.0385 5.2254 -1.3090
O11 0.2871 4.1443 -0.7171
C23 0.8400 6.3997 -1.1149
H29 -1.4711 4.3075 -2.2590
H30 -0.9042 5.6683 -3.1675
H31 -1.9940 5.7771 -1.8820
H32 0.0641 7.2218 -1.3890
H33 1.6639 6.3277 -1.8366
H34 1.2934 6.5062 -0.0836
C24 2.3638 -0.9264 7.4051
C25 1.0596 -0.0512 7.3303
O12 0.3315 -0.1798 6.3040
C26 0.7370 0.9572 8.3836
H35 2.3874 -1.4044 8.3779
H36 3.1257 -0.2460 7.5823
H37 2.7592 -1.4444 6.6985
H38 1.4429 1.3739 9.0725
H39 -0.0700 0.5546 8.9252
H40 0.3020 1.7318 7.7743
C27 -5.9894 -5.7181 0.9781
C28 -4.8455 -4.6895 0.8394
O13 -5.0091 -3.6751 0.1294
C29 -3.5863 -4.9597 1.6930
H41 -6.6154 -5.4762 0.2875
H42 -6.2830 -5.7219 2.0180
H43 -5.7819 -6.7389 0.8149
H44 -3.2460 -5.8834 1.9744
H45 -3.3821 -4.3439 2.4890
H46 -2.8486 -4.7072 0.8412
C30 -5.9904 2.1188 0.4378
C31 -4.7224 2.2357 1.1721
O14 -4.2598 1.2824 1.7564
C32 -4.0030 3.5482 1.2376
H47 -6.7796 1.7872 0.9985
H48 -5.8627 1.5186 -0.5114
H49 -6.4913 2.9918 0.2097
H50 -3.8174 4.0260 0.4147
H51 -3.0015 3.2378 1.5519
H52 -4.7226 4.2109 1.8667
C33 3.6165 0.9845 -0.5475
C34 3.1504 1.9120 0.6443
O15 2.3059 1.4381 1.4061
C35 3.5412 3.3959 0.6770
H53 3.1920 1.1756 -1.4920
H54 3.2239 -0.0768 -0.3136
H55 4.6661 0.8592 -0.7347
H56 3.2580 3.5283 1.6761
H57 3.1380 3.9134 -0.2662
H58 4.7300 3.2103 0.4684

Results
total charge	+1
electronic energy	-69416.1894	eV
2S+1	1

These are the Löwdin partial charges, in e, on atoms 1 to 8: -0.0440 -0.3391 -0.0323 -0.0126 -0.0241 -0.1259 -0.0191 0.1548

| no. | HOMO (eV) |
| --- | --- |
| 1 | -5.07 |
| 2 | -10.41 |
| 3 | -11.21 |